132
Properties=species:S:1:pos:R:3:lowdin_charge:R:1 method="wB97M-V/def2-TZVPD" multiplicity=1 e_tot_ev=-111795.4109 largest_force_ev_per_a=2.3 orbital_gap_ev=8.54 homo_ev=-8.52 e_above_lowest_kj_mol=0.0 smiles="O=C1OCCO1.O=C1OCCO1.O=C1OCCO1.O=C1OCCO1.CNC(C)=O.CNC(C)=O.CNC(C)=O.CNC(C)=O.CNC(C)=O.CNC(C)=O.CNC(C)=O.ClCCCl" lumo_energy_ha=0.0008 total_charge=0
O -5.87 -4.38 1.91 0.17
C -4.82 -3.89 2.17 -0.56
O -3.61 -4.51 1.91 0.05
C -2.62 -3.52 2.08 -0.17
C -3.22 -2.60 3.12 -0.11
O -4.60 -2.71 2.78 0.08
H -1.74 -3.95 2.57 0.12
H -2.34 -3.00 1.16 0.06
H -2.80 -1.62 2.87 0.13
H -2.98 -2.92 4.13 0.13
O -2.84 1.93 -3.75 0.15
C -1.87 2.51 -4.10 -0.55
O -0.66 2.39 -3.51 0.04
C 0.25 3.29 -4.11 -0.11
C -0.37 3.51 -5.48 -0.09
O -1.76 3.26 -5.21 0.07
H 0.36 4.18 -3.48 0.12
H 1.22 2.81 -4.23 0.14
H -0.02 2.80 -6.22 0.13
H -0.29 4.54 -5.81 0.14
O -0.12 -1.47 -3.36 0.16
C -0.95 -1.73 -4.17 -0.55
O -0.86 -2.64 -5.14 0.08
C -2.14 -2.75 -5.78 -0.10
C -2.88 -1.49 -5.32 -0.13
O -2.15 -1.08 -4.20 0.06
H -2.01 -2.69 -6.86 0.13
H -2.61 -3.69 -5.50 0.13
H -3.87 -1.83 -5.02 0.14
H -2.98 -0.80 -6.16 0.13
O 2.55 -6.55 -0.04 0.15
C 2.10 -5.80 -0.86 -0.56
O 1.97 -4.48 -0.64 0.04
C 1.50 -3.82 -1.82 -0.11
C 1.13 -4.97 -2.75 -0.10
O 1.61 -6.13 -2.09 0.08
H 0.66 -3.23 -1.47 0.08
H 2.31 -3.22 -2.24 0.12
H 1.59 -4.82 -3.73 0.13
H 0.05 -4.93 -2.86 0.13
C -1.61 3.93 5.69 -0.06
N -0.46 3.29 5.06 -0.01
C -0.55 2.48 3.98 -0.53
C 0.72 1.73 3.60 -0.01
O -1.61 2.26 3.40 0.02
H -1.42 4.02 6.76 0.08
H -2.46 3.28 5.50 0.08
H -1.75 4.94 5.31 0.08
H 0.26 2.94 5.68 0.12
H 1.23 1.25 4.43 0.06
H 1.41 2.39 3.09 0.09
H 0.37 0.99 2.88 0.06
C 0.38 8.69 -1.32 -0.07
N 0.95 7.43 -0.92 0.00
C 0.38 6.21 -1.09 -0.55
C 1.24 5.01 -0.73 -0.01
O -0.75 6.03 -1.51 0.04
H 0.18 9.37 -0.49 0.08
H -0.53 8.54 -1.90 0.09
H 1.10 9.19 -1.98 0.08
H 1.85 7.46 -0.49 0.13
H 1.98 4.75 -1.49 0.08
H 0.60 4.13 -0.74 0.04
H 1.77 5.15 0.21 0.08
C -6.48 2.02 -2.47 -0.06
N -5.27 1.32 -2.07 0.00
C -5.33 0.18 -1.35 -0.56
C -3.98 -0.45 -1.08 0.00
O -6.36 -0.29 -0.91 0.04
H -7.00 1.43 -3.23 0.08
H -6.20 3.00 -2.86 0.08
H -7.14 2.15 -1.61 0.09
H -4.41 1.55 -2.53 0.06
H -4.02 -1.44 -1.53 0.08
H -3.94 -0.53 0.01 0.08
H -3.16 0.17 -1.42 0.05
C 1.23 -3.44 2.44 -0.07
N 1.76 -4.77 2.74 0.03
C 2.14 -5.17 3.96 -0.56
C 2.49 -6.65 4.03 0.00
O 2.10 -4.44 4.95 0.01
H 0.30 -3.65 1.92 0.04
H 1.91 -2.94 1.75 0.07
H 1.17 -2.74 3.26 0.08
H 1.68 -5.42 1.97 0.10
H 3.30 -6.77 4.75 0.08
H 2.65 -7.08 3.04 0.07
H 1.63 -7.21 4.38 0.09
C 7.09 -3.78 -2.43 -0.07
N 6.42 -2.76 -1.64 0.01
C 5.29 -2.15 -2.04 -0.55
C 4.81 -1.01 -1.16 0.01
O 4.68 -2.44 -3.07 0.03
H 8.17 -3.65 -2.38 0.08
H 6.91 -3.75 -3.50 0.09
H 6.93 -4.74 -1.94 0.09
H 6.61 -2.80 -0.65 0.13
H 5.15 -0.04 -1.51 0.09
H 5.21 -1.07 -0.14 0.05
H 3.73 -0.94 -1.07 0.06
C -4.17 4.29 2.74 -0.07
N -3.71 3.78 1.47 0.02
C -4.24 4.13 0.28 -0.54
C -3.49 3.65 -0.93 -0.03
O -5.22 4.86 0.20 0.03
H -4.16 3.52 3.51 0.07
H -5.17 4.70 2.65 0.08
H -3.51 5.09 3.09 0.08
H -2.82 3.32 1.49 0.09
H -2.56 4.22 -1.04 0.07
H -3.98 3.85 -1.88 0.08
H -3.20 2.60 -0.88 0.02
C 6.19 -1.54 3.98 -0.07
N 5.29 -0.88 3.03 0.01
C 3.95 -0.73 3.22 -0.53
C 3.31 -1.22 4.50 0.02
O 3.29 -0.25 2.30 0.00
H 7.14 -1.66 3.47 0.08
H 5.81 -2.55 4.10 0.09
H 6.26 -1.01 4.93 0.08
H 5.64 -0.53 2.16 0.12
H 3.00 -2.26 4.42 0.06
H 2.40 -0.62 4.61 0.07
H 3.92 -1.10 5.39 0.08
Cl -0.76 1.75 0.10 0.64
C 0.16 0.76 -1.07 -0.62
C 0.72 -0.48 -0.43 -0.60
Cl -0.62 -1.44 0.26 0.66
H 0.90 1.44 -1.50 0.07
H -0.58 0.49 -1.82 0.03
H 1.36 -0.19 0.40 0.06
H 1.25 -1.11 -1.13 0.04